Entry from the OMol25 dataset: a single C15H21N3O2S molecule (wB97M-V/def2-TZVPD).

Each line ends with the natural charge from an NBO analysis.
Positions of all 42 atoms, in Å:
1 C 1.87862 2.07811 -2.27407  -0.625
2 H 2.69805 2.03359 -2.98581  0.211
3 H 2.26026 1.80432 -1.29336  0.220
4 H 1.48934 3.09190 -2.23845  0.209
5 C 0.78054 1.10776 -2.69957  0.106
6 C 0.23940 1.45214 -4.08766  -0.630
7 H 1.04768 1.41859 -4.81333  0.211
8 H -0.52358 0.73719 -4.38705  0.209
9 H -0.19678 2.44724 -4.08358  0.211
10 O 1.34736 -0.20156 -2.69561  -0.546
11 C 0.48520 -1.25054 -2.34981  -0.068
12 C 0.27469 -1.35751 -0.82753  0.079
13 C 1.62721 -1.54676 -0.12974  -0.424
14 H 2.35636 -0.91410 -0.63709  0.238
15 H 1.93030 -2.58848 -0.24544  0.218
16 C 1.60131 -1.18687 1.36359  -0.457
17 C 1.26685 0.24952 1.54155  0.378
18 N 2.08673 1.22281 1.31231  -0.275
19 N 1.37036 2.35892 1.47563  -0.386
20 C 0.07567 2.10675 1.79658  0.212
21 S -1.11766 3.19546 2.06127  -0.241
22 N 0.01188 0.72665 1.85232  -0.446
23 C -1.14486 -0.02024 2.16038  0.207
24 C -2.29916 0.16054 1.40941  -0.218
25 C -3.42754 -0.58194 1.70680  -0.188
26 C -3.40583 -1.50012 2.74318  -0.204
27 C -2.25703 -1.66607 3.49934  -0.208
28 C -1.12458 -0.92363 3.21667  -0.248
29 H -0.23569 -1.02445 3.82259  0.224
30 H -2.24316 -2.36735 4.31994  0.221
31 H -4.28772 -2.07913 2.97040  0.220
32 H -4.32550 -0.44090 1.12567  0.221
33 H -2.31167 0.88568 0.61084  0.240
34 H 1.78841 3.26556 1.35282  0.430
35 H 0.87623 -1.80972 1.88973  0.219
36 H 2.59146 -1.36571 1.78408  0.248
37 O -0.61394 -2.43086 -0.60885  -0.719
38 H -0.80506 -2.49552 0.33335  0.472
39 H -0.18865 -0.42084 -0.48079  0.149
40 H 0.96270 -2.16765 -2.70242  0.193
41 H -0.49431 -1.16010 -2.83468  0.175
42 H -0.04388 1.15732 -1.97359  0.160

## Properties
SMILES string: CC(C)OC[C@@H](O)CCc1n[nH]c(=S)n1-c1ccccc1
Lowest unoccupied orbital energy in eV: 0.641
Gap between HOMO and LUMO in eV: 8.67

=====

Entry from the OMol25 dataset: a single C3H8N2O molecule (wB97M-V/def2-TZVPD).

Each line ends with the natural charge from an NBO analysis.
Positions of all 14 atoms, in Å:
1 C 0.48108 0.87792 0.36590  -0.513
2 C -1.06297 0.61059 -0.41129  -0.225
3 C 1.20070 -0.32189 0.54133  0.130
4 N -1.55677 -0.57397 0.08465  -0.414
5 N -0.82291 -1.67564 0.01018  -0.418
6 O 2.23730 -0.67549 -0.28072  -0.643
7 H 0.98048 1.67290 -0.25898  0.193
8 H 0.17304 1.41829 1.24239  0.226
9 H -1.83648 1.50076 -0.25018  0.206
10 H -0.88974 0.50274 -1.45863  0.183
11 H 1.51412 -0.64673 1.48076  0.158
12 H -1.92584 -0.76134 0.96770  0.385
13 H -0.60363 -1.77062 -1.01936  0.274
14 H 2.11162 -0.15752 -1.01375  0.457

## Properties
<S²>: 2.007
2S+1: 3
Lowest unoccupied orbital energy (alpha / beta) in eV: 0.943 / -0.182
Gap between HOMO and LUMO (alpha / beta) in eV: 6.80 / 9.27

=====

Entry from the OMol25 dataset: a molecular structure, C17H38O2PPtS3Si (wB97M-V/def2-TZVPD).

Each line ends with the natural charge from an NBO analysis.
Positions of all 63 atoms, in Å:
1 Pt 0.88052 -0.07117 -0.80562  0.443
2 S 3.92812 1.58339 -0.43330  0.295
3 C 2.54731 0.94189 -0.37651  -0.393
4 C 0.22021 -1.55585 -2.10825  -0.837
5 H -0.77741 -1.96306 -1.96892  0.205
6 H 0.94326 -2.33129 -1.84039  0.214
7 H 0.37283 -1.28379 -3.14911  0.201
8 C -2.15696 0.12793 -2.91579  -1.261
9 Si -0.83318 1.08176 -2.00127  1.830
10 C -1.75892 2.06647 -0.64225  -0.589
11 C -2.80957 1.16233 0.01557  -0.616
12 C -0.85385 2.63660 0.44870  -0.610
13 C -2.51885 3.22976 -1.31148  -0.607
14 C 0.10117 2.16670 -3.29754  -0.580
15 C 1.08380 1.30552 -4.10294  -0.607
16 C -0.88929 2.77761 -4.30365  -0.612
17 C 0.89982 3.29759 -2.63680  -0.609
18 H -2.93064 0.84323 -3.21023  0.241
19 H -2.62723 -0.63307 -2.29191  0.249
20 H -1.78028 -0.35377 -3.81891  0.241
21 H -2.35389 0.29480 0.49761  0.231
22 H -3.55545 0.81362 -0.70098  0.201
23 H -3.33837 1.73133 0.78797  0.206
24 H -0.35058 1.85609 1.01863  0.235
25 H -1.46026 3.22395 1.14804  0.202
26 H -0.08502 3.29854 0.04188  0.204
27 H -3.16669 2.89361 -2.12515  0.203
28 H -1.85206 3.99654 -1.70048  0.205
29 H -3.16203 3.70602 -0.56377  0.212
30 H 0.57358 0.49503 -4.63007  0.205
31 H 1.85903 0.86790 -3.47070  0.212
32 H 1.57558 1.92589 -4.86090  0.206
33 H -1.45578 2.01237 -4.83809  0.209
34 H -0.33031 3.35071 -5.05207  0.207
35 H -1.59607 3.45894 -3.83116  0.213
36 H 1.60859 2.91576 -1.89949  0.210
37 H 0.25745 4.02060 -2.13691  0.209
38 H 1.46964 3.83887 -3.40063  0.204
39 C 3.87494 -1.89283 2.93860  -0.640
40 C 2.73959 -2.79463 2.48603  0.125
41 C 2.77648 -3.02325 0.98609  -0.633
42 O 1.42788 -2.33993 2.92061  -0.866
43 P 0.64055 -0.99047 2.59722  1.694
44 S 1.59239 0.65981 2.84008  -0.580
45 S -0.29755 -1.35318 0.79022  -0.470
46 O -0.52275 -1.03738 3.68314  -0.843
47 C -1.23892 -2.16838 4.25421  0.121
48 C -1.70460 -3.15761 3.20216  -0.645
49 C -0.41660 -2.80465 5.35688  -0.632
50 H 4.81738 -2.40366 2.73295  0.211
51 H 3.81540 -1.68605 4.00702  0.226
52 H 3.86358 -0.94220 2.40463  0.228
53 H 2.82301 -3.75539 2.99387  0.186
54 H 2.73979 -2.07123 0.45448  0.203
55 H 1.93642 -3.63245 0.65295  0.226
56 H 3.70999 -3.52522 0.72432  0.216
57 H -2.11190 -1.68370 4.69063  0.190
58 H -0.85990 -3.63577 2.70334  0.220
59 H -2.32699 -2.66673 2.45482  0.225
60 H -2.29944 -3.93312 3.68897  0.217
61 H 0.45230 -3.31635 4.94810  0.221
62 H -1.03125 -3.52974 5.89399  0.210
63 H -0.07806 -2.04522 6.06156  0.222

## Properties
<S²>: 0.758
2S+1: 2
Lowest unoccupied orbital energy (alpha / beta) in eV: -1.057 / -1.935
Gap between HOMO and LUMO (alpha / beta) in eV: 6.43 / 6.33

=====

Energy above the lowest of the compared OMol25 structures with the same formula, charge and spin for the records above, in order: 180.4; 47.5; 0.0 kJ/mol
Maximum force for the records above, in order: 1.05; 5.28; 0.91 eV/Å